[1]
Here is a 15-piece molecular cluster, C60H78N12O9 overall from OMol25. Energies are from ωB97M-V/def2-TZVPD.

Positions of all 159 atoms, in Å:
O: -3.567 7.467 4.390
O: -4.355 -7.024 0.123
O: 12.648 3.934 0.711
O: 11.854 2.410 2.065
O: -4.568 -8.051 -1.927
O: -2.777 7.198 6.410
O: -4.558 -9.233 0.008
O: 13.327 3.936 2.902
O: -1.295 7.158 4.662
N: 6.300 7.464 1.304
N: -5.939 -0.581 -8.368
N: -11.958 1.549 0.098
N: -6.446 -1.995 8.760
N: 4.890 4.725 7.962
N: 4.309 -10.429 -2.665
N: 0.978 -5.278 6.333
N: 0.146 1.328 1.846
N: 0.333 2.683 -6.729
N: 7.028 -4.668 -4.198
N: -6.504 5.505 -5.257
N: 1.101 -4.014 -7.238
C: -5.349 5.550 -4.545
C: 0.611 -5.453 -8.891
C: 6.471 3.264 7.320
C: 7.016 -3.337 -3.859
C: -4.471 -8.107 -0.687
C: -4.428 -1.119 8.204
C: 2.309 3.322 -7.626
C: -1.126 1.474 1.378
C: 4.374 3.472 7.994
C: -11.326 1.105 1.272
C: 2.551 2.881 -6.298
C: 6.063 7.266 -0.027
C: -4.411 -8.950 1.380
C: 2.368 -6.985 6.859
C: 7.776 8.715 0.234
C: 7.057 7.988 -0.727
C: -2.463 7.280 5.105
C: 11.558 3.321 0.078
C: 8.458 -3.642 -5.578
C: -5.843 6.882 4.877
C: -6.432 -1.603 7.431
C: 7.350 8.297 1.492
C: -0.376 -0.737 0.964
C: -4.649 7.811 5.194
C: 5.277 2.587 7.447
C: 3.170 -9.828 -3.114
C: -0.428 -5.429 -7.968
C: 7.801 -4.871 -5.365
C: -5.020 -6.607 2.284
C: -11.102 2.326 -0.634
C: 0.623 -0.002 1.584
C: -6.934 6.737 -5.566
C: -10.034 1.671 1.215
C: -6.090 7.672 -4.914
C: 9.651 1.879 1.157
C: 11.205 2.061 0.876
C: 1.094 -7.218 7.423
C: 12.660 3.514 1.973
C: 4.344 -10.193 -1.266
C: 2.594 -9.064 -2.070
C: -6.753 -0.520 -7.229
C: -5.206 -1.787 9.167
C: 3.391 -9.250 -0.943
C: -9.887 2.451 0.094
C: 2.272 -5.770 6.134
C: -6.545 0.148 -9.305
C: 1.322 2.494 -5.774
C: 0.282 -6.202 7.019
C: 6.193 4.617 7.553
C: -0.160 -4.561 -6.989
C: -5.112 6.910 -4.269
C: -7.763 0.578 -8.852
C: -1.445 0.256 0.814
C: -4.084 -7.458 1.432
C: 1.595 -4.574 -8.384
C: 7.973 -2.736 -4.646
C: 0.987 3.184 -7.830
C: -5.229 -1.047 7.094
C: -4.096 7.534 6.548
C: -7.932 0.079 -7.570
H: 5.293 6.577 -0.341
H: -7.258 -2.391 9.211
H: -11.729 0.386 1.970
H: 9.117 -3.466 -6.416
H: 7.881 8.443 2.421
H: 3.522 2.786 -5.833
H: -1.297 -6.062 -8.072
H: 10.745 4.047 0.070
H: 0.704 -5.987 -9.826
H: -8.546 1.134 -9.346
H: -4.934 -6.624 3.370
H: 6.352 -5.335 -3.854
H: -6.020 0.369 -10.223
H: 7.859 -5.819 -5.879
H: -4.316 7.264 -3.631
H: 0.852 -8.053 8.063
H: -8.968 2.971 -0.133
H: 4.422 5.562 8.279
H: -0.734 -4.356 -6.098
H: 0.394 3.445 -8.694
H: 3.080 3.629 -8.317
H: 7.439 2.811 7.162
H: -6.493 -1.102 -6.357
H: -4.333 8.446 7.095
H: 4.869 -11.079 -3.197
H: -4.947 -0.594 6.156
H: -4.965 -1.954 10.206
H: -3.008 -7.307 1.520
H: -7.265 -1.821 6.779
H: 5.754 7.040 2.040
H: -6.415 7.207 4.008
H: 2.579 -4.274 -8.713
H: -2.407 0.182 0.329
H: 0.651 2.066 2.316
H: -7.829 6.875 -6.155
H: -6.612 6.956 5.646
H: -4.835 4.661 -4.211
H: 3.211 -8.788 0.016
H: 9.468 0.975 1.739
H: -0.651 2.457 -6.760
H: 9.038 1.720 0.270
H: -4.949 -5.544 2.052
H: -5.032 -1.020 -8.436
H: 0.625 -4.446 5.882
H: -0.313 -1.771 0.657
H: -3.471 -0.627 8.304
H: -6.179 8.747 -4.952
H: -3.514 -9.421 1.782
H: -4.804 8.831 4.843
H: 2.778 -9.992 -4.107
H: -12.931 1.369 -0.101
H: -8.800 0.127 -6.930
H: -5.565 5.838 4.734
H: 6.491 -3.104 -2.944
H: 1.744 -8.399 -2.076
H: 5.137 1.519 7.369
H: -6.040 -6.824 1.965
H: 7.210 7.944 -1.795
H: -5.335 -9.215 1.893
H: 1.659 -0.233 1.785
H: -0.761 -6.061 7.261
H: -4.707 6.738 6.974
H: 8.613 9.356 -0.001
H: 5.153 -10.571 -0.658
H: -6.958 4.655 -5.561
H: 11.694 3.074 -0.975
H: 8.343 -1.728 -4.533
H: 6.819 5.478 7.375
H: 3.058 -5.233 5.622
H: 3.308 -7.512 6.934
H: 11.612 1.113 0.524
H: -11.506 2.917 -1.443
H: -1.632 2.425 1.459
H: 1.507 -3.404 -6.543
H: -9.223 1.420 1.881
H: 3.373 3.321 8.371
H: 9.176 2.704 1.688
H: 1.104 2.170 -4.767

## Properties
LUMO energy: 0.14 eV
total energy: -3667.0629 a.u.

[2]
Here is C60H78N2O30Pb as an isolated structure from OMol25. Energies are from ωB97M-V/def2-TZVPD.

Positions of all 171 atoms, in Å:
Pb: 5.389 4.880 0.510
O: -7.046 -7.801 6.318
O: -5.623 -4.799 1.829
O: -4.060 -4.672 -6.013
O: -3.242 -2.884 9.731
O: -4.287 2.684 2.944
O: 5.788 -6.535 6.384
O: -5.650 7.512 1.270
O: 2.927 1.703 -1.293
O: -1.207 -0.929 0.897
O: -4.069 5.712 -6.790
O: 1.827 6.708 -0.669
O: -6.673 0.193 -2.930
O: -8.436 -1.086 -2.937
O: 2.515 1.777 1.324
O: 3.573 -1.492 6.154
O: 0.263 8.438 4.367
O: -8.067 0.101 -4.732
O: 6.618 -1.324 -6.759
O: 0.057 -6.605 -2.629
O: 7.517 2.986 2.191
O: -2.405 4.179 -7.132
O: -1.232 -2.763 8.855
O: 4.592 -1.819 -7.632
O: 5.449 -3.176 -6.139
O: -4.479 3.509 -7.275
O: -2.764 -5.989 -11.184
O: -0.522 -1.121 -2.128
O: 7.003 5.453 -1.802
O: 0.023 -9.697 1.797
O: -1.582 -4.293 10.556
N: 2.004 7.289 1.995
N: 8.319 3.514 -0.644
C: 0.567 0.375 1.156
C: -2.296 -4.708 -9.243
C: -0.174 -0.405 0.304
C: 1.982 1.062 -0.865
C: -2.244 2.814 -7.295
C: -6.743 -0.472 -1.668
C: 5.751 -4.298 5.382
C: 4.460 -4.871 7.377
C: -7.703 -0.278 -3.642
C: -3.636 2.261 -7.302
C: 1.395 7.979 -0.306
C: -5.701 -6.057 5.307
C: 2.005 8.351 1.046
C: -1.981 -3.414 9.761
C: 8.280 2.209 -0.040
C: 5.386 -5.238 6.413
C: -5.331 -5.352 4.145
C: 3.537 -2.754 -7.412
C: 0.663 6.909 2.474
C: -6.943 -6.614 2.861
C: 0.898 -8.516 -1.449
C: 7.863 4.679 -2.703
C: 4.350 -3.892 -6.699
C: 1.052 6.132 -1.756
C: -7.203 -7.381 4.020
C: 4.213 -2.700 6.216
C: 0.068 -7.388 -1.518
C: -0.197 8.082 3.059
C: -5.970 -5.600 2.907
C: -5.666 5.890 2.858
C: -5.385 4.642 3.327
C: 6.572 6.547 -2.555
C: -0.309 9.648 5.031
C: 1.718 1.174 0.617
C: 8.225 3.367 -2.081
C: -5.392 6.243 1.536
C: -7.745 -1.580 -1.870
C: 5.557 -1.985 -6.812
C: -3.319 -1.861 8.795
C: -4.690 3.834 2.509
C: 8.515 2.170 1.490
C: 5.165 -3.063 5.246
C: -2.646 -4.316 -7.949
C: -1.886 -1.524 8.663
C: -3.986 -6.459 -9.154
C: -4.371 4.146 1.124
C: 3.906 -3.637 7.268
C: 0.080 -0.360 -1.243
C: 7.842 3.391 3.451
C: -0.659 -6.957 -0.401
C: -3.676 4.598 -7.081
C: -3.712 -4.964 -7.271
C: -3.027 -5.712 -9.843
C: -0.731 -7.743 0.740
C: -4.323 -6.021 -7.838
C: -4.808 5.375 0.608
C: -6.598 -7.064 5.243
C: 1.077 0.369 -1.741
C: 0.784 -9.338 -0.369
C: 0.050 -8.872 0.728
H: -1.782 2.695 -8.275
H: 5.343 -2.515 4.333
H: 0.104 6.384 1.701
H: 9.480 2.525 1.852
H: 0.308 7.903 -0.284
H: 9.111 1.735 -0.564
H: -4.499 -7.294 -9.606
H: -0.558 -9.375 2.490
H: 5.949 6.329 -3.423
H: -7.542 -6.680 1.965
H: -1.363 -7.525 1.588
H: 8.140 1.241 1.921
H: -4.863 -4.347 2.203
H: -3.187 -6.849 -11.238
H: -0.338 8.991 2.474
H: -6.170 6.598 3.500
H: -3.762 -2.283 7.893
H: 7.313 1.766 -0.279
H: -3.743 1.613 -6.432
H: 8.747 5.285 -2.900
H: 0.920 6.925 -2.492
H: -3.564 -3.958 -5.605
H: 3.032 -3.070 -8.324
H: -5.133 -6.521 -7.327
H: -5.707 4.376 4.322
H: -3.727 1.663 -8.209
H: 1.584 8.848 -0.935
H: -0.123 -5.682 -2.433
H: -5.472 7.601 0.331
H: 1.222 -10.324 -0.421
H: 4.666 -4.652 -7.414
H: 2.416 7.742 2.798
H: 8.640 4.133 3.413
H: -7.661 -8.437 5.947
H: 0.875 6.144 3.220
H: -4.848 5.615 -0.444
H: -1.281 9.404 5.460
H: -5.731 -0.810 -1.443
H: 9.247 3.906 -0.563
H: -7.155 -2.483 -2.024
H: -1.800 -1.383 7.586
H: 7.494 2.593 -2.313
H: 7.425 7.178 -2.804
H: -3.827 2.061 2.376
H: 1.298 0.525 -2.787
H: 0.315 10.055 5.827
H: -3.962 3.499 0.362
H: 3.031 8.647 0.827
H: 3.414 -3.161 8.103
H: 6.399 -4.645 4.591
H: -2.132 -3.487 -7.485
H: -8.335 -1.715 -0.964
H: -5.149 -5.830 6.208
H: -3.862 -1.006 9.198
H: 6.909 3.799 3.837
H: 4.192 -5.582 8.145
H: -1.289 -6.082 -0.467
H: -0.286 10.520 4.378
H: -7.180 0.139 -0.878
H: 3.661 -1.164 5.256
H: 1.532 5.328 -2.314
H: 1.371 -8.866 -2.354
H: 5.908 7.130 -1.917
H: 1.495 9.275 1.320
H: 0.125 5.680 -1.403
H: 9.167 2.937 -2.420
H: 8.165 2.512 4.010
H: 5.965 -6.976 7.218
H: -4.498 -4.668 4.210
H: -1.600 -4.142 -9.843
H: -1.602 2.495 -6.473
H: 7.338 4.547 -3.649
H: -1.255 7.848 3.179
H: 0.318 0.420 2.206
H: 2.689 -2.422 -6.813
H: -7.855 -8.241 3.967
H: -1.600 -0.645 9.242
H: 3.702 -4.297 -5.922

## Properties
LUMO energy: -3.77 eV
total energy: -4892.0635 a.u.

Question: Among the records above, which one has the lowest total energy?
Answer: C60H78N2O30Pb